1.
93
Properties=species:S:1:pos:R:3 method="wB97M-V/def2-TZVPD" relative_energy_kj_mol=62.5 total_energy_ha=-1669.772080 orbital_gap_ev="8.0602 / 2.3113" spin_multiplicity=2 charge=+1
C 0.161 0.534 -0.450
O -0.452 1.567 -0.367
N 0.154 -0.406 0.435
N 1.155 0.330 -1.236
H -0.388 -0.165 1.252
H 0.699 -1.255 0.377
H 1.736 -0.469 -1.023
H 1.296 1.037 -1.943
C 2.464 5.085 -1.701
C 2.316 3.681 -2.145
C 1.605 3.457 -3.511
O 1.420 2.045 -3.708
C 0.399 1.800 -4.670
N 3.698 3.031 -2.092
H 3.366 5.446 -2.195
H 2.763 5.153 -0.655
H 1.641 5.760 -1.933
H 1.678 3.180 -1.417
H 2.186 3.730 -4.392
H 0.708 4.071 -3.590
H 0.196 0.746 -4.482
H 0.688 1.956 -5.709
H -0.517 2.370 -4.510
H 4.333 3.578 -2.655
H 3.543 2.140 -2.541
C 1.428 -0.880 5.648
C 0.738 -0.708 4.352
C -0.153 0.479 4.340
O -0.687 0.694 2.990
C -1.623 1.734 2.907
N 1.611 -0.553 3.210
H 0.784 -1.041 6.512
H 1.990 0.028 5.867
H 2.030 -1.783 5.546
H 0.142 -1.587 4.107
H 0.425 1.320 4.723
H -0.975 0.290 5.031
H -1.237 2.641 3.372
H -2.579 1.492 3.372
H -1.899 2.083 1.912
H 2.385 0.079 3.353
H 1.034 -0.163 2.479
C -3.926 4.241 -1.363
C -2.422 4.680 -1.483
C -1.613 5.108 -0.275
O -2.262 6.269 0.317
C -1.491 6.747 1.447
N -1.726 3.503 -2.109
H -4.492 5.098 -0.999
H -4.031 3.488 -0.581
H -4.316 3.946 -2.337
H -2.286 5.519 -2.165
H -0.631 5.457 -0.594
H -1.623 4.300 0.457
H -0.439 6.913 1.215
H -1.563 6.134 2.345
H -1.947 7.715 1.654
H -1.498 2.797 -1.423
H -0.791 3.855 -2.258
C 0.626 -4.268 -2.901
C 1.436 -4.808 -1.747
C 1.713 -3.775 -0.648
O 2.315 -2.553 -1.104
C 3.624 -2.838 -1.688
N 0.585 -5.868 -1.166
H -0.362 -3.987 -2.536
H 0.611 -4.931 -3.766
H 1.124 -3.389 -3.311
H 2.303 -5.284 -2.205
H 2.222 -4.092 0.262
H 0.755 -3.464 -0.232
H 3.634 -3.571 -2.495
H 4.428 -3.083 -0.995
H 3.966 -1.927 -2.178
H -0.206 -5.744 -0.549
H 0.192 -6.422 -1.913
C -2.466 -4.519 -0.491
C -2.217 -5.126 0.874
C -2.278 -3.987 1.973
O -1.363 -4.180 3.042
C 0.023 -4.128 2.780
N -3.296 -6.199 1.043
H -3.457 -4.076 -0.596
H -2.375 -5.316 -1.229
H -1.682 -3.810 -0.756
H -1.228 -5.581 0.926
H -3.256 -3.970 2.454
H -2.120 -2.981 1.584
H 0.286 -3.296 2.127
H 0.270 -5.017 2.199
H 0.554 -4.024 3.726
H -4.143 -5.719 0.772
H -3.425 -6.364 2.032

=====

2.
97
Properties=species:S:1:pos:R:3 method="wB97M-V/def2-TZVPD" total_energy_ha=-2601.922229 orbital_gap_ev=8.4983 charge=+1
C 2.745 3.996 1.870
C 2.393 2.746 2.188
P 0.879 2.085 1.479
C 0.503 0.566 2.335
C 1.219 1.858 -0.277
C -0.015 1.790 -1.193
C -0.407 3.090 -1.806
F -1.502 3.028 -2.586
C 0.142 4.301 -1.625
F -0.557 5.410 -1.521
F 1.441 4.565 -1.588
C -0.468 3.272 1.813
I -0.283 3.882 3.890
C -1.890 2.653 1.634
C -2.750 3.591 0.774
H 2.329 4.457 0.976
H 3.401 4.595 2.488
H 2.986 2.129 2.854
H 0.976 -0.299 1.868
H 0.861 0.647 3.362
H -0.574 0.436 2.414
H 1.899 2.651 -0.583
H 1.755 0.910 -0.363
H 0.249 1.088 -1.991
H -0.868 1.335 -0.686
H -0.358 4.193 1.245
H -1.811 1.663 1.185
H -2.366 2.555 2.605
H -2.399 3.570 -0.257
H -2.614 4.611 1.146
H -3.804 3.334 0.830
C -1.399 7.527 1.878
O -1.969 6.704 2.901
H -2.149 8.247 1.561
H -0.529 8.067 2.257
H -1.105 6.924 1.013
H -1.286 6.077 3.170
C -0.051 -1.713 -1.161
O 1.097 -1.346 -0.384
H -0.875 -1.078 -0.842
H 0.142 -1.549 -2.224
H -0.332 -2.756 -1.008
H 1.828 -1.922 -0.647
C -5.110 8.800 2.594
O -4.023 9.084 3.463
H -5.917 9.483 2.845
H -4.835 8.955 1.545
H -5.464 7.773 2.725
H -3.307 8.481 3.243
C -1.105 -1.209 5.490
O -1.568 -0.440 4.372
H -0.450 -1.985 5.105
H -0.547 -0.581 6.187
H -1.941 -1.675 6.014
H -2.151 0.244 4.719
C 2.564 -4.707 0.601
O 3.165 -3.469 0.212
H 1.517 -4.664 0.321
H 3.037 -5.543 0.084
H 2.643 -4.851 1.681
H 4.093 -3.491 0.458
C 0.967 -6.652 -2.781
O 0.724 -5.275 -2.482
H 0.249 -7.252 -2.222
H 0.839 -6.830 -3.847
H 1.978 -6.931 -2.479
H 1.373 -4.761 -2.988
C 4.644 1.826 -2.456
O 4.677 3.086 -1.791
H 5.596 1.330 -2.287
H 3.846 1.193 -2.053
H 4.501 1.961 -3.530
H 3.839 3.528 -1.954
C -1.237 -5.243 0.359
O -1.925 -5.337 -0.874
H -1.973 -5.244 1.161
H -0.561 -6.093 0.489
H -0.659 -4.313 0.402
H -1.255 -5.335 -1.568
C -0.203 -6.707 -6.826
O 0.975 -6.426 -6.065
H -0.977 -6.019 -6.495
H -0.024 -6.559 -7.893
H -0.538 -7.732 -6.657
H 1.656 -7.038 -6.357
C -4.481 -2.024 2.794
O -3.784 -0.798 2.598
H -5.496 -1.888 2.432
H -4.015 -2.838 2.232
H -4.519 -2.292 3.853
H -2.883 -0.912 2.920
C 4.281 -5.090 -4.270
O 2.863 -5.073 -4.122
H 4.717 -5.095 -3.274
H 4.606 -5.985 -4.805
H 4.633 -4.206 -4.807
H 2.478 -5.074 -5.009